{"formula": "C37H46Br2F9O5PS", "method": "ωB97M-V with the def2-TZVPD basis set", "spin_multiplicity": 1, "homo_lumo_gap_ev": 8.0, "homo_ev": -9.15, "smiles": "CCOc1c([PH2]=O)c(CCO)c2c(c1/C(Br)=C(\\C)Br)C(=O)c1cc(S)cc(C(F)(F)C(F)(F)C(F)(F)C(F)(F)F)c1C2=O.CCCCCC.CCCCCC", "symbols": ["C", "C", "O", "C", "C", "P", "O", "C", "C", "C", "O", "C", "C", "C", "C", "Br", "C", "C", "Br", "C", "O", "C", "C", "C", "S", "C", "C", "C", "F", "F", "C", "F", "F", "C", "F", "F", "C", "F", "F", "F", "C", "C", "O", "H", "H", "H", "H", "H", "H", "H", "H", "H", "H", "H", "H", "H", "H", "H", "H", "H", "H", "C", "C", "C", "C", "C", "C", "H", "H", "H", "H", "H", "H", "H", "H", "H", "H", "H", "H", "H", "H", "C", "C", "C", "C", "C", "C", "H", "H", "H", "H", "H", "H", "H", "H", "H", "H", "H", "H", "H", "H"], "positions_angstrom": [[3.47223, 0.01584, 6.77715], [3.25939, 1.21173, 5.86130], [4.00396, 1.09211, 4.62875], [3.27998, 0.81976, 3.51582], [3.15872, -0.48780, 3.03691], [4.08396, -1.82667, 3.84446], [5.40358, -1.49158, 4.41997], [2.37212, -0.76012, 1.90753], [2.15844, -2.15994, 1.39454], [3.24729, -2.60198, 0.38183], [4.20549, -1.57900, 0.14882], [1.76971, 0.31347, 1.25367], [1.96598, 1.62643, 1.68676], [2.71822, 1.89503, 2.82376], [2.88900, 3.27982, 3.31062], [1.45678, 3.88343, 4.41450], [3.89902, 4.06553, 2.97002], [5.01845, 3.62403, 2.08676], [4.03927, 5.84191, 3.56289], [1.31831, 2.70251, 0.87479], [1.83002, 3.76466, 0.63643], [-0.03627, 2.34602, 0.35939], [-1.00299, 3.32783, 0.22924], [-2.26445, 2.97273, -0.23111], [-3.38886, 4.32056, -0.36913], [-2.55284, 1.64224, -0.52043], [-1.57291, 0.65934, -0.41082], [-1.95821, -0.75771, -0.75628], [-1.07049, -1.66420, -0.30252], [-2.03084, -0.87990, -2.10916], [-3.34120, -1.25631, -0.21821], [-3.34727, -2.60034, -0.39791], [-4.34415, -0.74517, -0.94350], [-3.58842, -1.00798, 1.29753], [-4.23445, 0.15624, 1.48455], [-2.40320, -0.95194, 1.93662], [-4.44264, -2.11467, 1.98457], [-5.50512, -2.41948, 1.24142], [-4.86518, -1.64753, 3.16104], [-3.72112, -3.20999, 2.19982], [-0.28601, 1.02131, -0.00237], [0.91524, 0.12281, 0.04196], [1.20904, -0.63013, -0.84870], [4.40907, -0.48081, 6.53914], [3.51347, 0.34549, 7.81278], [2.65405, -0.69617, 6.68060], [2.20214, 1.33901, 5.63183], [3.59393, 2.13537, 6.32636], [3.17576, -2.40950, 4.74920], [4.19712, -2.79390, 2.83681], [1.18854, -2.22898, 0.91549], [2.13866, -2.85775, 2.23066], [2.77204, -2.86825, -0.55939], [3.74563, -3.49874, 0.75214], [5.07239, -1.89656, 0.41060], [4.84313, 2.63041, 1.68859], [5.14306, 4.33695, 1.27479], [5.94508, 3.61586, 2.66067], [-0.75729, 4.35092, 0.47537], [-4.38556, 3.78243, -1.08296], [-3.55435, 1.40146, -0.84577], [5.86370, -5.46907, -5.44898], [6.71215, -4.49750, -4.63377], [6.19499, -4.28113, -3.21254], [4.79178, -3.67874, -3.12373], [4.62274, -2.33337, -3.82779], [5.51150, -1.23504, -3.25239], [4.84276, -5.10591, -5.57477], [6.28442, -5.61278, -6.44496], [5.81586, -6.44540, -4.96205], [6.77744, -3.54060, -5.15825], [7.73402, -4.88103, -4.57549], [6.90171, -3.64429, -2.67306], [6.19578, -5.24185, -2.68708], [4.53488, -3.55525, -2.06656], [4.06323, -4.38676, -3.52893], [3.57775, -2.02574, -3.73822], [4.81682, -2.44271, -4.89849], [5.29804, -1.09051, -2.19186], [5.33657, -0.28637, -3.76160], [6.57126, -1.47367, -3.35996], [-10.32147, 2.39809, -3.40464], [-10.07812, 2.18597, -1.91318], [-9.14213, 3.22312, -1.29405], [-7.73011, 3.24386, -1.88057], [-6.98462, 1.91171, -1.79786], [-6.74797, 1.43528, -0.36835], [-9.39826, 2.31879, -3.98059], [-11.01504, 1.65299, -3.79589], [-10.75021, 3.38478, -3.59122], [-9.68624, 1.17888, -1.74648], [-11.03514, 2.22815, -1.38743], [-9.08892, 3.05307, -0.21530], [-9.58349, 4.21671, -1.41842], [-7.14987, 4.01057, -1.35496], [-7.77144, 3.56416, -2.92511], [-6.01326, 2.02574, -2.29216], [-7.52053, 1.14996, -2.36890], [-6.16814, 2.16545, 0.20298], [-6.19315, 0.50034, -0.37112], [-7.68374, 1.25993, 0.16356]], "mulliken_charge": [-1.34, -0.21, -0.48, 0.19, 0.84, 0.58, -0.69, 0.46, -2.12, -0.82, -0.53, 0.45, 1.12, 0.61, -0.69, -0.10, 0.41, -1.41, -0.13, -0.45, -0.56, 0.59, -1.37, 0.62, -0.22, -0.63, -0.13, 0.98, -0.28, -0.34, 0.25, -0.32, -0.18, 0.70, -0.26, -0.25, 0.57, -0.24, -0.25, -0.23, -0.20, 0.27, -0.60, 0.31, 0.42, 0.29, 0.25, 0.42, 0.10, -0.02, -0.01, 0.92, 0.44, 0.69, 0.33, 0.24, 0.43, 0.42, 0.62, 0.09, 0.36, -1.19, -0.47, -0.84, 0.05, -0.45, -0.99, 0.28, 0.38, 0.29, 0.24, 0.38, 0.33, 0.42, -0.26, 0.38, 0.36, 0.35, 0.06, 0.38, 0.33, -1.21, -0.38, -0.81, -0.77, -0.42, -0.64, 0.28, 0.38, 0.30, 0.24, 0.39, 0.29, 0.44, 0.25, 0.42, 0.31, 0.40, 0.21, -0.11, 0.50]}

***

{"formula": "C37H46Cl5I2N11O3Sn", "method": "ωB97M-V with the def2-TZVPD basis set", "spin_multiplicity": 1, "homo_lumo_gap_ev": 7.5, "homo_ev": -7.30, "relative_energy_ev": 0.000, "symbols": ["Sn", "I", "C", "C", "C", "I", "C", "C", "C", "C", "N", "C", "C", "O", "H", "H", "H", "H", "N", "C", "C", "C", "C", "N", "C", "N", "N", "C", "O", "O", "H", "H", "H", "H", "H", "H", "H", "H", "H", "H", "H", "H", "H", "H", "Cl", "C", "C", "C", "Cl", "C", "Cl", "C", "Cl", "C", "Cl", "C", "N", "C", "C", "N", "C", "C", "C", "C", "C", "C", "N", "C", "N", "C", "C", "N", "C", "C", "N", "C", "C", "H", "H", "H", "H", "H", "H", "H", "H", "H", "H", "H", "H", "H", "H", "H", "H", "H", "H", "H", "H", "H", "H", "H", "H", "H", "H", "H", "H"], "positions_angstrom": [[0.11748, 0.19543, 0.29848], [0.31808, 3.70346, 4.32320], [1.88722, 3.21872, 3.02638], [3.17574, 3.70057, 3.30063], [4.22973, 3.34750, 2.50434], [6.12440, 4.14062, 2.95500], [4.04532, 2.46500, 1.41292], [5.07332, 1.98640, 0.56721], [4.78136, 1.12286, -0.45051], [3.45399, 0.70692, -0.62731], [2.47789, 1.12087, 0.13878], [2.73478, 1.99574, 1.14296], [1.59727, 2.39252, 1.93836], [0.39808, 1.99063, 1.63603], [3.33158, 4.35210, 4.14995], [6.09271, 2.30455, 0.74121], [5.56098, 0.74741, -1.10102], [3.19224, 0.01103, -1.41998], [0.42389, -0.94914, -2.77961], [-0.33064, -0.11056, -3.70321], [-0.30518, -0.60042, -5.16173], [-1.24627, 0.11859, -6.14127], [-2.70959, 0.12839, -5.69898], [-2.92893, 1.12519, -4.66371], [-3.91323, 0.99675, -3.84477], [-4.16794, 1.98011, -2.91312], [-4.79303, -0.04303, -3.83129], [0.21180, 1.31064, -3.63131], [-0.63138, 2.26376, -4.00921], [1.35041, 1.53888, -3.30130], [1.42063, -0.85026, -2.95311], [0.17026, -1.92148, -2.92090], [-1.36259, -0.10834, -3.35302], [-0.57049, -1.66309, -5.14730], [0.72465, -0.53033, -5.52589], [-1.18101, -0.39177, -7.10512], [-0.92164, 1.14875, -6.30349], [-2.96564, -0.89032, -5.36234], [-3.34705, 0.34788, -6.56255], [-1.51906, 1.87088, -4.24923], [-3.47736, 2.71229, -2.90588], [-4.45816, 1.67874, -1.99476], [-4.62076, -0.84469, -4.40705], [-5.43173, -0.15224, -3.06234], [-1.44678, -0.18846, 2.83757], [0.04479, -0.99102, 3.22005], [1.03664, -0.95788, 2.24833], [2.20344, -1.62646, 2.59195], [3.51287, -1.72161, 1.44510], [2.37948, -2.28361, 3.81440], [3.85316, -3.10308, 4.18221], [1.34423, -2.29512, 4.74596], [1.52054, -3.12405, 6.24320], [0.15362, -1.64252, 4.44321], [-1.16077, -1.66612, 5.55850], [-4.33896, 1.41557, 2.49667], [-3.93376, 2.33947, 1.45288], [-4.73312, 3.55000, 1.39978], [-2.96891, 2.06974, 0.50276], [-2.70649, 0.91092, -0.04637], [-3.63481, -0.14486, -0.03443], [-5.01740, 0.08116, -0.17378], [-5.95924, -0.92913, -0.05407], [-5.53295, -2.21759, 0.23643], [-4.17330, -2.48019, 0.25773], [-3.20645, -1.49333, 0.01384], [-1.85039, -1.87677, -0.14771], [-1.61172, -2.87844, -0.93996], [-0.48607, -3.64120, -0.80010], [0.25796, -3.65110, 0.44555], [0.18767, -4.29051, -1.91265], [-2.39808, -3.24069, -2.03771], [-2.90878, -4.59649, -2.14884], [-3.14724, -2.23688, -2.76581], [-2.24769, 3.16342, 0.10450], [-1.88608, 4.22448, 1.04194], [-1.37081, 3.09210, -1.05488], [-5.41380, 1.22581, 2.44048], [-4.11264, 1.84536, 3.47705], [-3.82859, 0.46494, 2.40878], [-5.79212, 3.27840, 1.30787], [-4.45727, 4.15690, 0.54108], [-4.62202, 4.15057, 2.30831], [-5.35777, 1.09918, -0.33749], [-7.01497, -0.70086, -0.14462], [-6.24888, -3.01270, 0.41081], [-3.82345, -3.48555, 0.46487], [-0.40128, -3.37798, 1.26507], [1.09290, -2.94717, 0.42321], [0.65531, -4.65379, 0.61988], [-0.30405, -4.05349, -2.85129], [0.19555, -5.37737, -1.78972], [1.22746, -3.95078, -1.95804], [-2.41828, -5.24271, -1.42395], [-2.73915, -5.00282, -3.15178], [-3.98661, -4.61248, -1.94955], [-2.73248, -1.24955, -2.56367], [-4.20904, -2.22565, -2.49772], [-3.06102, -2.44225, -3.83949], [-2.29754, 5.19003, 0.72967], [-0.79934, 4.30413, 1.08314], [-2.23242, 3.99054, 2.04317], [-1.67758, 2.27309, -1.69318], [-1.41703, 4.03324, -1.60778], [-0.33267, 2.92569, -0.75598]], "mulliken_charge": [1.26, -0.04, -0.21, -0.32, -0.21, 0.04, 0.52, -0.77, -1.17, -0.22, 0.97, 0.08, -0.68, -0.25, 0.36, 0.18, 0.45, 0.29, 0.06, 1.22, -0.94, -1.40, -0.28, -0.33, 0.67, -0.51, -0.38, 0.25, -0.60, -0.65, 0.31, -0.18, -0.31, 0.41, 0.28, 0.53, 0.33, 0.05, 0.42, 0.39, 0.32, 0.04, 0.27, 0.26, -0.02, 0.22, -1.21, 0.83, -0.19, -0.14, -0.21, 0.53, -0.20, -0.22, -0.22, -0.94, 0.93, -1.34, -0.15, 1.03, 0.08, -0.97, -0.75, -0.96, -0.26, -1.22, 0.77, -0.43, 0.53, -1.00, -1.24, 0.78, -1.26, -1.10, 0.50, -1.03, -0.68, 0.28, 0.37, 0.17, 0.40, 0.34, 0.35, 0.44, 0.45, 0.42, 0.58, 0.28, 0.13, 0.45, 0.47, 0.28, 0.35, 0.41, 0.27, 0.33, -0.22, 0.28, 0.89, 0.24, 0.33, 0.30, -0.24, 0.59, 0.08]}